Record 1
The following is a quantum chemistry calculation of a cluster of 2 separate species, C4H8N2O in total, from OMol25.

The SMILES is O=C1CN2C[C@H]12.N. For the energy above the lowest of the compared OMol25 structures with the same formula, charge and spin, the calculation gives 70.8 kcal per mole. Its total energy is -341.8908 hartree. The molecular weight is 100.121 g mol⁻¹. The gap between HOMO and LUMO comes out at 0.3855 Eh. As for the net charge: 0. The LUMO energy comes out at 0.981 eV.

Last columns: bonded neighbours and bond lengths (Å).
Element x y z (Å)
1 O -1.80 0.79 -0.30  C2 1.202
2 C -0.65 0.61 -0.01  O1 1.202, C3 1.533, C6 1.499
3 C 0.10 -0.19 1.07  C2 1.533, N4 1.496, H7 1.095, H8 1.093
4 N 1.39 0.05 0.35  C3 1.496, C5 1.449, C6 1.502
5 C 1.57 1.49 0.35  N4 1.449, C6 1.488, H9 1.090, H10 1.087
6 C 0.67 0.89 -0.67  C2 1.499, N4 1.502, C5 1.488, H11 1.086
7 H 0.08 0.16 2.11  C3 1.095
8 H -0.19 -1.24 0.99  C3 1.093
9 H 1.14 2.08 1.16  C5 1.090
10 H 2.54 1.81 0.01  C5 1.087
11 H 0.90 0.87 -1.73  C6 1.086
12 N -1.38 -2.09 -1.24  H13 1.017, H14 1.016, H15 1.016
13 H -2.17 -1.46 -1.14  N12 1.017
14 H -1.75 -3.04 -1.16  N12 1.016
15 H -1.04 -1.99 -2.19  N12 1.016

Record 2
The following is a quantum chemistry calculation of the molecule C4H8N2O, from OMol25.

The SMILES is CN[C@H](C#N)CO. For the energy above the lowest of the compared OMol25 structures with the same formula, charge and spin, the calculation gives 39.7 kcal per mole. Its total energy is -341.9404 hartree. The molecular weight is 100.121 g mol⁻¹. The gap between HOMO and LUMO comes out at 0.4041 Eh. As for the net charge: 0. The LUMO energy comes out at 0.837 eV.

Last columns: bonded neighbours and bond lengths (Å).
Element x y z (Å)
1 C -1.82 0.66 0.61  N2 1.461, H8 1.102, H9 1.093, H10 1.095
2 N -0.42 0.26 0.75  C1 1.461, C3 1.453, H11 1.017
3 C 0.22 -0.06 -0.51  N2 1.453, C4 1.484, C6 1.535, H12 1.096
4 C -0.35 -1.26 -1.18  C3 1.484, N5 1.157
5 N -0.75 -2.24 -1.64  C4 1.157
6 C 1.72 -0.28 -0.29  C3 1.535, O7 1.399, H13 1.093, H14 1.103
7 O 2.33 0.88 0.18  C6 1.399, H15 0.968
8 H -2.43 -0.07 0.05  C1 1.102
9 H -2.26 0.78 1.61  C1 1.093
10 H -1.88 1.62 0.10  C1 1.095
11 H -0.36 -0.55 1.36  N2 1.017
12 H 0.10 0.80 -1.18  C3 1.096
13 H 2.20 -0.56 -1.23  C6 1.093
14 H 1.85 -1.13 0.41  C6 1.103
15 H 1.83 1.16 0.96  O7 0.968

Record 3
The following is a quantum chemistry calculation of a cluster of 2 separate species, C4H8N2O in total, from OMol25.

For the energy above the lowest of the compared OMol25 structures with the same formula, charge and spin, the calculation gives 75.0 kcal per mole. Its total energy is -341.8842 hartree. The molecular weight is 100.121 g mol⁻¹. The gap between HOMO and LUMO comes out at 0.4087 Eh. As for the net charge: 0. The LUMO energy comes out at 0.694 eV.

Last columns: bonded neighbours and bond lengths (Å).
Element x y z (Å)
1 C -1.90 0.84 0.52  N2 1.447, H8 1.096, H9 1.093, H10 1.097
2 N -0.59 0.22 0.56  C1 1.447, C3 1.267
3 C 0.32 0.63 -0.22  N2 1.267, C4 1.508, H12 1.100
4 C 1.65 -0.07 -0.30  C3 1.508, O5 1.413, H13 1.096, H14 1.097
5 O 2.68 0.81 0.13  C4 1.413, H15 0.965
6 C -0.48 -2.56 -1.47  N7 1.176
7 N -0.59 -2.28 -0.33  C6 1.176, H11 1.030
8 H -2.58 0.16 0.01  C1 1.096
9 H -2.27 0.97 1.54  C1 1.093
10 H -1.90 1.80 0.00  C1 1.097
11 H -0.61 -1.59 0.43  N7 1.030
12 H 0.17 1.49 -0.89  C3 1.100
13 H 1.88 -0.33 -1.34  C4 1.096
14 H 1.63 -1.00 0.28  C4 1.097
15 H 2.60 0.90 1.08  O5 0.965

Record 4
The following is a quantum chemistry calculation of the molecule C4H8N2O, from OMol25.

For the energy above the lowest of the compared OMol25 structures with the same formula, charge and spin, the calculation gives 100.1 kcal per mole. Its total energy is -341.8441 hartree. The molecular weight is 100.121 g mol⁻¹. The gap between HOMO and LUMO (alpha / beta) comes out at 0.3089 / 0.3089 Eh. As for the net charge: 0. The LUMO energy (alpha / beta) comes out at 0.822 / 0.821 eV.

Last columns: bonded neighbours and bond lengths (Å).
Element x y z (Å)
1 C -0.60 -1.27 1.44  C2 1.493, H8 1.099, H9 1.092, H10 1.099
2 C -0.99 0.10 1.02  C1 1.493, O3 1.286, H11 1.097
3 O -0.23 1.12 1.24  C2 1.286, C4 1.722
4 C 0.79 0.69 -0.08  O3 1.722, N5 1.260, C6 1.388
5 N 1.90 0.12 0.14  C4 1.260, H12 1.016
6 C -0.14 0.70 -1.10  C4 1.388, N7 1.381, H13 1.079
7 N 0.22 0.33 -2.38  C6 1.381, H14 1.010, H15 1.010
8 H 0.44 -1.47 1.14  C1 1.099
9 H -1.27 -2.02 1.01  C1 1.092
10 H -0.64 -1.36 2.53  C1 1.099
11 H -2.05 0.29 0.78  C2 1.097
12 H 2.48 0.58 0.83  N5 1.016
13 H -1.07 1.24 -0.99  C6 1.079
14 H 0.01 0.99 -3.12  N7 1.010
15 H 1.15 -0.05 -2.46  N7 1.010